A single C6H10 molecule. Source: OMol25; level of theory: ωB97M-V/def2-TZVPD.

Structure (XYZ):
```
16
Properties=species:S:1:pos:R:3:forces:R:3
C -0.75098 1.46881 0.72461 -0.012 0.025 0.002
C -0.22267 0.04493 0.89905 -0.003 0.038 0.105
C -0.89853 -1.05477 0.02914 -0.135 -0.007 -0.060
C 0.37492 -1.17558 -0.80605 0.013 -0.299 -0.113
C 1.00709 0.11548 -1.24882 -0.008 0.107 -0.160
C 1.10273 -0.27997 0.18548 0.237 0.097 0.166
H -1.58113 1.67766 1.40741 0.106 -0.065 -0.065
H 0.04003 2.20526 0.90708 -0.121 -0.085 0.049
H -1.12619 1.63401 -0.29177 0.072 -0.018 0.185
H -0.19980 -0.21578 1.96179 0.005 -0.004 -0.175
H -0.99624 -1.97754 0.60943 -0.137 0.146 -0.054
H -1.86350 -0.83267 -0.44486 0.216 0.061 -0.031
H 0.70179 -2.11102 -1.24912 0.063 0.121 0.143
H 0.43518 0.98779 -1.55479 0.014 -0.184 0.051
H 1.92950 -0.01332 -1.81165 -0.208 -0.061 0.048
H 2.04781 -0.47330 0.68305 -0.103 0.129 -0.090
```
Forces are in eV/Å.

Calculated values
* relative energy (zero: lowest compared OMol25 entry of this formula, charge and spin): 1.445 eV
* SMILES string: C[C@H]1C[C@H]2C[C@H]21
* LUMO energy: 1.24 eV
* multiplicity: 1


A single C6H10 molecule. Source: OMol25; level of theory: ωB97M-V/def2-TZVPD.

Structure (XYZ):
```
16
Properties=species:S:1:pos:R:3:forces:R:3
C 1.16284 -0.63240 -1.64930 0.287 0.155 0.064
C 1.17838 0.53283 -1.00529 0.567 -0.241 -0.111
C 0.93535 0.61819 0.50411 0.058 -0.092 0.006
C -0.55269 0.25264 0.62819 -0.145 -0.113 -0.255
C -1.25047 0.66582 -0.42631 -0.747 0.351 0.592
C -1.06202 -0.75743 1.60731 0.026 -0.169 -0.020
H 1.10151 -1.56926 -1.09310 0.011 0.162 -0.107
H 1.08635 -0.71077 -2.73090 0.302 0.115 0.166
H 1.17587 1.46580 -1.56982 0.141 -0.202 0.105
H 1.23834 1.58131 0.93964 -0.186 -0.192 -0.145
H 1.53582 -0.15448 0.99809 -0.133 0.090 0.067
H -0.90397 1.59249 -0.83214 0.220 0.039 -1.064
H -2.03178 0.14647 -0.96791 -0.720 0.284 0.782
H -0.77260 -0.49559 2.63351 0.030 -0.063 -0.208
H -2.15682 -0.77307 1.57178 0.238 -0.111 0.004
H -0.68412 -1.76251 1.39214 0.050 -0.012 0.121
```
Forces are in eV/Å.

Calculated values
* relative energy (zero: lowest compared OMol25 entry of this formula, charge and spin): 2.255 eV
* SMILES string: C=CCC(=C)C
* LUMO energy: 1.15 eV
* multiplicity: 1


A single C6H10 molecule. Source: OMol25; level of theory: ωB97M-V/def2-TZVPD.

Structure (XYZ):
```
16
Properties=species:S:1:pos:R:3:forces:R:3
C 1.84671 -0.27142 0.30960 0.143 0.021 0.055
C 0.44104 0.06439 -0.05344 0.287 -0.046 -0.023
C -0.40760 -0.87567 -0.89625 0.104 -0.103 -0.020
C -1.63652 -0.46068 -0.04492 -0.115 -0.176 -0.481
C -0.73880 0.42136 0.83034 -0.064 -0.094 0.142
C -0.10560 1.46871 -0.02691 0.066 0.078 -0.102
H 2.23124 0.39286 1.08918 0.040 -0.076 -0.091
H 2.48483 -0.18828 -0.57757 0.062 -0.010 0.165
H 1.89345 -1.30578 0.67004 0.110 0.154 -0.007
H -0.41796 -0.64688 -1.97199 -0.212 -0.089 0.232
H -0.16222 -1.93325 -0.77147 0.204 0.143 0.070
H -2.13177 -1.25732 0.51736 0.104 0.030 -0.325
H -2.31886 0.01748 -0.74549 -0.616 0.425 0.659
H -0.74302 0.46500 1.91647 -0.165 0.053 -0.213
H 0.54324 2.18410 0.47545 -0.139 -0.151 -0.035
H -0.69507 1.89859 -0.83696 0.192 -0.161 -0.026
```
Forces are in eV/Å.

Calculated values
* relative energy (zero: lowest compared OMol25 entry of this formula, charge and spin): 1.365 eV
* SMILES string: C[C@@]12CC[C@@H]1C2
* LUMO energy: 1.18 eV
* multiplicity: 1


A single C6H10 molecule. Source: OMol25; level of theory: ωB97M-V/def2-TZVPD.

Structure (XYZ):
```
16
Properties=species:S:1:pos:R:3:forces:R:3
C 2.09880 -0.47284 0.00707 0.078 -0.018 -0.016
C 0.71020 0.02792 -0.37300 0.049 0.074 0.107
C -0.46760 -0.92608 -0.07355 -0.011 -0.020 0.044
C -1.68104 0.00553 -0.10999 -0.012 -0.020 -0.051
C -1.07040 1.33083 0.38203 0.039 0.115 -0.102
C 0.36999 1.42020 0.04202 -0.303 -0.381 0.025
H 2.14225 -0.66687 1.08534 -0.013 0.032 -0.161
H 2.85801 0.27740 -0.22901 -0.102 -0.109 0.016
H 2.34490 -1.40692 -0.50948 -0.039 0.129 0.064
H 0.69658 0.24417 -1.46703 -0.019 0.034 0.056
H -0.53083 -1.76223 -0.77749 0.020 0.127 0.099
H -0.34164 -1.35334 0.93118 -0.001 0.073 -0.123
H -2.51898 -0.33951 0.50384 0.128 0.061 -0.086
H -2.05268 0.12320 -1.13600 0.074 0.000 0.134
H -1.66174 2.24103 0.24331 0.114 -0.121 0.025
H -0.89582 1.25751 1.48075 -0.002 0.025 -0.032
```
Forces are in eV/Å.

Calculated values
* relative energy (zero: lowest compared OMol25 entry of this formula, charge and spin): 2.891 eV
* LUMO energy: 0.60 eV
* multiplicity: 1


A gas-phase ion, C6H10 (charge +1). Source: OMol25; level of theory: ωB97M-V/def2-TZVPD.

Structure (XYZ):
```
16
Properties=species:S:1:pos:R:3:forces:R:3
C 2.23157 -0.40966 0.83459 -0.608 2.358 0.309
C 1.08404 0.71368 0.75311 1.270 -0.281 -0.937
C -0.19055 0.31676 -0.13131 0.903 2.022 2.342
C -0.91009 1.43811 -0.57772 1.581 0.154 -3.172
C -1.98020 -1.14176 -0.70419 -2.263 0.644 -1.363
C -0.70740 -0.99667 -0.30127 1.647 1.931 1.263
H 2.09753 -0.94374 1.74117 0.222 -0.843 0.634
H 2.18438 -1.01653 -0.02606 -0.289 -1.062 -0.891
H 3.25807 0.02778 0.76783 -1.008 -0.072 0.462
H 0.54104 0.98019 1.70293 0.940 -0.371 -0.465
H 1.73313 1.63585 0.44174 -2.211 -1.251 0.026
H -1.46067 1.22642 -1.54100 -0.220 0.750 1.512
H -0.45545 2.47894 -0.52062 -1.041 -1.395 0.548
H -2.31103 -1.82940 -1.49880 -0.020 -0.422 1.165
H -2.67792 -0.33367 -0.38821 0.342 -0.767 -0.782
H -0.07331 -1.74857 0.08179 0.755 -1.397 -0.651
```
Forces are in eV/Å.

Calculated values
* charge: +1
* relative energy (zero: lowest compared OMol25 entry of this formula, charge and spin): 2.237 eV
* ⟨S²⟩: 0.81
* LUMO energy (spin up / spin down): -6.20 / -7.86 eV
* multiplicity: 2


A molecular structure, C6H10AgO6. Source: OMol25; level of theory: ωB97M-V/def2-TZVPD.

Structure (XYZ):
```
23
Properties=species:S:1:pos:R:3:forces:R:3
O 0.70186 -2.74746 -0.90744 1.465 -1.253 0.708
C 0.79670 -1.76802 -1.76369 -0.489 -1.982 -3.037
O -0.28308 -1.09599 -2.03507 0.538 1.271 0.407
C -1.11030 -0.51663 -0.99327 -0.664 -0.053 0.338
C -0.94551 0.99026 -0.97523 -0.270 0.099 0.049
C 0.32222 1.50673 -0.29478 0.118 0.253 -0.066
C 0.63609 0.90948 1.06170 0.302 -0.082 0.334
O -0.49703 1.08860 1.92394 -0.339 0.328 -0.950
C -0.44637 0.50347 3.10493 0.754 -0.558 0.983
O 0.50088 -0.08787 3.56542 -0.264 0.138 -0.365
O -1.60943 0.67887 3.72074 -0.476 0.195 -0.092
H -0.85941 -0.98155 -0.03532 -0.130 0.015 -0.157
H -2.13658 -0.78794 -1.26446 0.290 0.020 0.096
H -1.83829 1.39637 -0.47695 0.286 -0.091 -0.048
H -0.97080 1.35972 -2.01036 -0.103 -0.095 0.228
H 0.25134 2.59890 -0.19360 -0.007 -0.261 -0.072
H 1.19571 1.31723 -0.93693 -0.091 0.022 0.149
H 1.50105 1.41554 1.50936 -0.141 -0.220 -0.109
H 0.86181 -0.16364 1.00280 0.042 0.188 0.080
H -1.57738 0.26003 4.59048 0.206 -0.032 -0.029
Ag 2.33116 -0.67613 -4.78952 -0.331 -0.451 0.952
O 1.71706 -1.83565 -2.58732 0.764 1.406 -0.617
H 1.45829 -3.36433 -1.21544 -1.461 1.143 1.219
```
Forces are in eV/Å.

Calculated values
* charge: +1
* relative energy (zero: lowest compared OMol25 entry of this formula, charge and spin): 0.000 eV
* LUMO energy: -6.18 eV
* multiplicity: 1


A molecular structure, C6H10AuO6. Source: OMol25; level of theory: ωB97M-V/def2-TZVPD.

Structure (XYZ):
```
23
Properties=species:S:1:pos:R:3:forces:R:3
O -0.78585 -2.24412 -0.84934 -1.308 -2.332 -1.754
C -1.14048 -2.21827 0.37993 -3.679 4.785 -3.155
O -0.83138 -1.18810 1.12205 1.473 -1.590 1.753
C 0.57303 -0.93244 1.38724 0.829 0.249 0.284
C 0.66434 0.31512 2.23912 0.287 -0.138 0.130
C -0.13019 1.53294 1.75728 0.006 0.271 0.145
C -0.25776 1.72190 0.26044 -1.687 0.316 0.753
O 1.04775 1.70687 -0.33555 -0.031 -0.261 -2.363
C 1.10682 1.52129 -1.64125 5.429 0.023 4.366
O 0.17559 1.55796 -2.40935 -2.444 0.071 -1.911
O 2.36913 1.28506 -1.97968 -2.185 0.241 -0.236
H 1.06838 -0.83762 0.41436 0.005 -0.068 0.174
H 0.96314 -1.79831 1.93483 0.073 0.247 -0.235
H 1.73555 0.55759 2.28859 -0.254 -0.081 0.114
H 0.33218 0.06659 3.25729 0.226 0.142 -0.242
H 0.31389 2.43743 2.19681 -0.160 -0.236 -0.087
H -1.15721 1.48056 2.14602 0.175 0.102 -0.183
H -0.73222 2.68675 0.03982 0.158 -0.207 0.056
H -0.86315 0.93257 -0.20465 0.168 0.079 0.023
H 2.42097 1.12050 -2.92963 0.607 -0.085 -0.754
Au -3.18588 -1.96443 2.00683 -3.807 1.678 6.221
O -2.40349 -2.44389 0.41563 1.977 -3.665 -3.113
H -1.90985 -2.54820 -1.13924 4.142 0.457 0.016
```
Forces are in eV/Å.

Calculated values
* charge: +2
* relative energy (zero: lowest compared OMol25 entry of this formula, charge and spin): 1.056 eV
* ⟨S²⟩: 3.76
* LUMO energy (spin up / spin down): -8.83 / -13.65 eV
* multiplicity: 4


2 unconnected molecules or ions with the total composition C6H10B2. Source: OMol25; level of theory: ωB97M-V/def2-TZVPD.

Structure (XYZ):
```
18
Properties=species:S:1:pos:R:3:forces:R:3
B -0.23336 -2.28501 0.51734 -1.261 -1.371 0.374
B -1.79250 2.23346 0.81165 2.715 0.512 0.278
C 2.96779 0.63081 -1.54787 0.235 2.212 0.196
C -2.36096 -0.85090 0.55754 0.171 2.078 0.650
C 2.06037 0.06839 -0.82133 -3.230 -2.906 1.090
C 0.96833 0.71090 -0.07579 0.823 1.209 0.279
C -0.99562 -0.94048 0.61718 0.846 1.107 -1.234
C -0.15121 0.20222 0.35421 -0.691 -1.683 0.511
H -0.83933 -3.15462 -0.13315 0.591 0.765 0.282
H 0.68754 -2.70628 1.15971 0.178 0.702 -0.312
H -2.67801 2.07604 1.39420 -3.109 -1.408 1.941
H -1.72909 3.13449 0.16069 0.567 1.275 -1.991
H 3.65777 0.06260 -2.02581 1.966 -1.764 -1.424
H 3.13833 1.69479 -1.66819 -0.458 0.094 0.246
H -2.86015 0.15353 0.74648 0.572 -1.551 -0.561
H -2.97448 -1.71324 0.48859 -0.432 -0.654 0.030
H 1.87501 -1.04577 -0.71832 1.073 1.097 -0.645
H 1.25959 1.72908 0.18289 -0.555 0.288 0.291
```
Forces are in eV/Å.

Calculated values
* ⟨S²⟩: 2.04
* LUMO energy (spin up / spin down): -0.47 / -1.56 eV
* multiplicity: 3


2 unconnected molecules or ions with the total composition C6H10BNO2. Source: OMol25; level of theory: ωB97M-V/def2-TZVPD.

Structure (XYZ):
```
20
Properties=species:S:1:pos:R:3:forces:R:3
C -0.66848 2.04282 3.21160 -0.510 -0.137 1.686
C -0.85445 1.26844 2.14180 -1.283 -0.801 0.271
B -0.82777 1.75280 0.66268 -0.569 -0.022 -1.359
O -1.69677 1.05474 -0.20484 0.779 0.594 0.016
O -0.19882 2.84145 0.08457 1.029 -0.365 0.510
H -0.96109 1.93511 4.32722 0.392 -0.698 -2.123
H -0.23045 3.00318 3.09363 0.455 0.849 -0.378
H -1.42782 0.30998 2.20336 0.706 0.667 0.429
H -1.58706 1.33205 -1.14160 -0.074 -0.054 0.999
H 0.68287 3.06146 0.44892 -0.955 -0.062 -0.086
C 1.63560 -1.68783 -2.86355 -0.705 0.854 -0.951
C 1.97427 -1.99491 -1.60600 0.581 -0.794 -1.678
C 0.99691 -2.03557 -0.52149 1.501 0.701 -0.554
C -0.27915 -1.83321 -0.68714 -0.692 -0.517 0.293
N -1.45931 -2.05162 -0.74893 -3.193 1.491 0.467
H 2.28830 -1.84248 -3.79277 -1.031 0.378 1.734
H 0.61508 -1.21673 -2.97115 1.154 -0.612 -0.514
H 2.98511 -2.42997 -1.57878 -0.522 0.153 1.055
H 1.26643 -2.18932 0.48862 0.486 -0.250 0.892
H -2.25341 -1.32037 -0.54614 2.451 -1.378 -0.708
```
Forces are in eV/Å.

Calculated values
* relative energy (zero: lowest compared OMol25 entry of this formula, charge and spin): 2.523 eV
* SMILES string: C=CB(O)O.C=CC=C=N
* LUMO energy: 0.44 eV
* multiplicity: 1


3 unconnected molecules or ions with the total composition C6H10BrNO3S. Source: OMol25; level of theory: ωB97M-V/def2-TZVPD.

Structure (XYZ):
```
22
Properties=species:S:1:pos:R:3:forces:R:3
C 2.57428 -0.75897 -0.29002 -0.860 -0.341 2.626
C -4.16501 0.85552 -0.65010 1.301 -0.158 -0.158
C 0.25224 2.32580 0.68754 -1.388 0.382 2.840
C -0.83479 -0.39081 1.43866 0.759 1.255 -1.180
C -0.12810 -1.63885 0.83129 2.325 0.255 1.090
C 1.37396 -1.00084 -0.70479 -3.809 -2.193 1.383
N 0.79908 -0.98745 -1.92224 1.131 -0.227 -0.600
O -3.94836 1.09507 -1.75270 -0.472 0.390 -1.252
O 3.62974 -0.35544 -0.92464 3.610 1.041 -2.258
O -4.21531 0.58201 0.46217 -0.821 -0.259 1.437
S -0.80618 0.92316 0.10248 -0.032 1.336 0.400
Br -1.30515 -2.85972 -0.04923 -0.216 0.203 -0.436
H 2.73499 -0.75098 0.79289 0.055 -0.161 -0.328
H 0.18409 2.55980 1.83989 -0.464 -0.573 -2.133
H 0.08126 3.26753 0.17279 -0.822 -0.167 -0.214
H 1.27207 2.19536 0.56661 2.106 -1.022 -0.535
H -0.32436 0.06325 2.30846 0.114 -0.583 -0.430
H -1.90640 -0.35986 1.68132 0.319 -1.010 -0.065
H 0.33520 -2.30176 1.66134 -0.441 1.338 -1.441
H 0.29650 -1.75036 -2.31336 -0.004 -1.145 0.216
H 0.25947 -0.18976 -2.05980 -1.027 1.754 -0.254
H 3.84078 -0.52270 -1.87857 -1.364 -0.114 1.293
```
Forces are in eV/Å.

Calculated values
* relative energy (zero: lowest compared OMol25 entry of this formula, charge and spin): 0.000 eV
* LUMO energy: 0.55 eV
* multiplicity: 1